No. 1
The molecule CH3ClN2O2 in a non-equilibrium geometry. Source: OMol25; level of theory: ωB97M-V/def2-TZVPD.

```
! RIJCOSX wB97M-V def2-TZVPD def2/J DEFGRID3
* xyz 0 1
C -1.304 0.069 -0.317
N -0.001 0.596 0.056
N 0.780 -0.318 0.350
O 0.741 -1.575 0.456
O 2.140 -0.025 0.416
Cl 2.595 1.479 0.464
H -1.102 -0.948 -0.500
H -2.211 0.295 0.394
H -1.638 0.427 -1.319
*
```

Maximum force, eV Å⁻¹: 3.44
HOMO energy, eV: -10.68
ΔE to the lowest compared entry with this formula, charge and spin, eV: 4.099
E, eV: -20676.86597

Now the natural (NBO) charges, all in e: -0.4765, -0.2220, 0.5323, -0.4315, -0.3834, 0.3075, 0.2223, 0.2293, 0.2220

***

No. 2
A cluster of 3 separate species, C32H49F3N2O9S2Si in total in a non-equilibrium geometry. Source: OMol25; level of theory: ωB97M-V/def2-TZVPD.

```
! RIJCOSX wB97M-V def2-TZVPD def2/J DEFGRID3
* xyz 0 1
C 3.678 0.171 -2.507
Si 4.474 1.303 -1.229
C 6.336 1.074 -1.259
C 3.770 0.829 0.457
C 2.237 0.934 0.454
C 1.509 -0.385 0.639
F 1.433 -0.686 1.983
F 2.240 -1.418 0.103
C 0.092 -0.386 0.004
C -0.968 -1.040 0.876
C -2.401 -0.729 0.413
C -3.061 0.418 1.172
S -2.701 2.093 0.568
C -3.176 2.189 -1.156
S -2.015 2.702 -2.181
N -4.479 2.016 -1.641
C -5.393 1.141 -0.912
C -6.218 1.861 0.181
O -5.769 3.180 0.413
C -5.724 3.986 -0.737
C -5.185 3.250 -1.976
O 0.159 -1.041 -1.245
C -0.207 -0.258 -2.365
C 0.064 -1.015 -3.664
N -0.632 -0.370 -4.784
C -0.343 -2.491 -3.514
C -1.824 -2.736 -3.561
O -2.505 -3.081 -2.652
F -2.383 -2.543 -4.776
C 3.957 3.090 -1.512
C 2.891 3.424 -2.352
C 2.489 4.746 -2.508
C 3.147 5.762 -1.827
C 4.219 5.452 -0.998
C 4.613 4.130 -0.844
H 4.256 0.160 -3.429
H 3.589 -0.834 -2.096
H 2.667 0.519 -2.721
H 6.598 0.333 -2.014
H 6.896 1.984 -1.467
H 6.662 0.662 -0.303
H 4.112 -0.157 0.751
H 4.157 1.566 1.162
H 1.853 1.379 -0.468
H 1.879 1.587 1.250
H -0.183 0.664 -0.133
H -0.808 -2.117 0.918
H -0.861 -0.649 1.887
H -3.006 -1.615 0.619
H -2.448 -0.583 -0.665
H -2.720 0.432 2.206
H -4.134 0.256 1.215
H -6.096 0.762 -1.658
H -4.871 0.266 -0.543
H -6.123 1.339 1.129
H -7.276 1.866 -0.101
H -6.704 4.418 -0.971
H -5.065 4.820 -0.495
H -6.024 2.960 -2.613
H -4.557 3.897 -2.581
H -1.280 -0.043 -2.334
H 0.348 0.685 -2.380
H 1.117 -0.967 -3.935
H -1.605 -0.193 -4.554
H -0.226 0.547 -4.937
H -0.043 -2.857 -2.538
H 0.125 -3.063 -4.314
H 2.348 2.665 -2.901
H 1.649 4.988 -3.146
H 2.807 6.780 -1.952
H 4.729 6.246 -0.470
H 5.442 3.904 -0.184
C -2.717 -2.184 4.996
C -4.207 -2.100 4.788
C -4.847 -3.330 4.176
O -5.955 -2.774 3.454
C -5.648 -1.496 3.142
O -6.259 -0.816 2.384
O -4.537 -1.101 3.804
H -2.205 -2.294 4.038
H -2.341 -1.280 5.472
H -2.472 -3.036 5.630
H -4.712 -1.823 5.718
H -5.202 -4.049 4.908
H -4.184 -3.828 3.464
C 5.099 -5.369 2.194
C 5.344 -3.998 2.769
C 4.124 -3.101 2.852
O 4.698 -1.797 2.713
C 5.854 -1.920 2.022
O 6.458 -1.007 1.564
O 6.201 -3.222 1.909
H 4.766 -5.291 1.158
H 6.013 -5.962 2.204
H 4.340 -5.892 2.775
H 5.836 -4.070 3.743
H 3.592 -3.174 3.797
H 3.429 -3.265 2.026
*
```

Maximum force, eV Å⁻¹: 1.39
HOMO energy, eV: -8.16
ΔE to the lowest compared entry with this formula, charge and spin, eV: 0.000
E, eV: -93088.12473

Now the Mulliken charges, all in e: -0.6403, 0.2051, -1.2180, 0.2175, -1.3106, 1.4841, -0.4615, -0.3971, -0.0633, -1.3457, -0.2064, 0.0504, -0.2281, 0.2420, -0.2216, 0.0665, -0.7915, -0.1987, -0.3665, -0.4051, -0.8095, -0.2184, 0.5292, -0.2775, -0.6632, -0.4695, 0.2719, -0.4812, -0.2472, 0.4271, -0.0363, -0.7496, -0.4067, -0.6836, -0.3350, 0.5655, 0.3327, -0.3647, 0.3282, 0.4144, 0.3496, -0.4694, 0.5681, 0.3649, 0.3558, 0.1722, 0.5294, 0.4920, 0.5295, -0.1678, 0.5932, -0.5911, 0.5577, 0.1765, 0.1699, 0.2983, 0.3338, 0.3060, 0.3477, 0.3959, -0.3169, 0.0416, 0.3921, 0.2939, 0.3232, 0.1316, 0.5516, 0.2192, 0.4053, 0.3787, 0.3872, 0.3517, -1.2691, 0.4736, -0.5008, -0.3454, 0.6203, -0.5076, -0.2722, 0.1852, 0.3662, 0.3962, 0.2279, 0.3083, 0.3071, -1.4785, 0.4857, -0.3197, -0.2815, 0.6568, -0.5481, -0.3541, 0.3514, 0.3774, 0.3617, 0.2615, 0.3500, 0.1384

***

No. 3
The molecule CH4N2P2 in a non-equilibrium geometry. Source: OMol25; level of theory: ωB97M-V/def2-TZVPD.

```
! RIJCOSX wB97M-V def2-TZVPD def2/J DEFGRID3
* xyz 0 1
C 0.624 -0.756 -0.190
N 0.594 -2.000 -0.421
N -1.171 1.009 0.047
P 1.899 0.330 0.534
P 0.273 0.959 -0.852
H -0.075 -2.250 -1.149
H -1.918 1.768 0.133
H -1.552 0.057 0.244
H 1.327 0.883 1.654
*
```

Maximum force, eV Å⁻¹: 2.53
HOMO energy, eV: -8.52
ΔE to the lowest compared entry with this formula, charge and spin, eV: 1.061
E, eV: -22657.44750

Now the natural (NBO) charges, all in e: -0.2481, -0.5625, -1.2038, 0.1750, 0.6914, 0.3373, 0.4172, 0.3975, -0.0040

***

No. 4
A cluster of 2 separate species, C5H10N3O4S in total in a non-equilibrium geometry. Source: OMol25; level of theory: ωB97M-V/def2-TZVPD.

```
! RIJCOSX wB97M-V def2-TZVPD def2/J DEFGRID3
* xyz 1 1
C -1.075 -0.503 -1.347
C 2.063 -0.759 0.344
C 1.851 -1.919 0.467
C -2.658 -0.150 0.276
C 3.118 1.849 0.428
N -2.071 0.819 0.856
N -3.963 -0.510 0.499
N -0.214 -1.291 -1.843
O 1.502 -3.085 0.862
O 1.820 0.801 -1.744
O 0.542 1.201 0.304
O -2.211 -0.847 -0.710
S 1.792 0.834 -0.310
H -0.891 0.565 -1.551
H 2.917 2.987 0.514
H 3.217 1.315 1.393
H 3.942 2.059 -0.279
H -2.406 1.396 1.651
H -4.420 -1.293 0.106
H -4.531 -0.004 1.152
H 2.090 -3.711 0.654
H 0.618 -0.827 -2.366
H -1.034 1.075 0.641
*
```

Maximum force, eV Å⁻¹: 5.75
HOMO energy, eV: -13.51
ΔE to the lowest compared entry with this formula, charge and spin, eV: 3.260
E, eV: -28831.87268

Now the natural (NBO) charges, all in e: 0.3300, -0.5700, 0.4812, 0.8167, -0.8779, -0.7755, -0.7640, -0.6110, -0.5964, -0.9129, -1.0022, -0.4336, 2.1948, 0.1726, 0.2866, 0.2694, 0.2867, 0.4481, 0.4361, 0.4114, 0.5076, 0.4168, 0.4855

***

No. 5
A cluster of 12 separate species, C48H96O36 in total in a non-equilibrium geometry. Source: OMol25; level of theory: ωB97M-V/def2-TZVPD.

```
! RIJCOSX wB97M-V def2-TZVPD def2/J DEFGRID3
* xyz 0 1
C -1.247 2.042 -0.916
C 0.082 1.367 -0.641
O -0.150 0.252 0.243
C 0.870 -0.532 0.552
O 1.938 -0.548 0.010
O 0.497 -1.248 1.614
C 1.489 -2.081 2.201
H -1.849 2.247 -0.039
H -1.860 1.475 -1.622
H -1.109 2.971 -1.470
H 0.868 1.980 -0.201
H 0.463 0.997 -1.594
H 2.222 -1.541 2.806
H 2.101 -2.631 1.484
H 0.889 -2.778 2.778
C 4.768 0.556 2.024
C 5.054 0.258 3.490
O 6.368 -0.333 3.568
C 7.009 -0.236 4.732
O 6.625 0.309 5.726
O 8.173 -0.868 4.578
C 9.088 -0.826 5.658
H 5.110 1.573 1.819
H 3.707 0.613 1.772
H 5.192 -0.182 1.348
H 4.377 -0.502 3.885
H 4.942 1.145 4.109
H 10.040 -1.169 5.256
H 8.776 -1.492 6.463
H 9.222 0.203 5.993
C -1.165 4.567 -5.301
C -2.357 4.991 -4.444
O -2.472 6.404 -4.462
C -3.158 7.032 -5.409
O -3.711 6.531 -6.344
O -3.103 8.323 -5.116
C -3.799 9.227 -5.956
H -0.980 5.134 -6.214
H -1.412 3.622 -5.806
H -0.282 4.384 -4.694
H -2.214 4.591 -3.442
H -3.284 4.554 -4.822
H -4.795 8.831 -6.188
H -3.383 9.310 -6.960
H -3.970 10.152 -5.420
C 1.046 -3.813 5.444
C 1.378 -4.928 6.447
O 0.132 -5.508 6.839
C 0.143 -6.169 7.992
O 1.142 -6.481 8.594
O -1.096 -6.399 8.372
C -1.353 -6.875 9.681
H 1.929 -3.569 4.867
H 0.715 -2.930 6.006
H 0.102 -3.950 4.918
H 2.064 -4.597 7.222
H 1.860 -5.740 5.892
H -0.838 -6.251 10.413
H -0.959 -7.878 9.852
H -2.430 -6.852 9.808
C 1.874 5.335 -1.332
C 0.432 5.551 -1.744
O 0.393 6.585 -2.729
C -0.040 7.799 -2.402
O -0.348 8.114 -1.291
O 0.022 8.538 -3.492
C -0.317 9.906 -3.435
H 1.990 4.411 -0.762
H 2.342 6.170 -0.814
H 2.454 5.188 -2.248
H -0.184 5.802 -0.881
H 0.003 4.662 -2.203
H -0.225 10.320 -4.432
H 0.277 10.464 -2.708
H -1.346 10.034 -3.088
C -6.405 -2.878 1.720
C -5.243 -2.987 0.756
O -4.390 -1.849 0.722
C -3.697 -1.451 1.782
O -3.738 -1.906 2.897
O -2.926 -0.454 1.388
C -2.487 0.516 2.354
H -7.223 -3.500 1.359
H -6.807 -1.861 1.686
H -6.110 -3.021 2.757
H -5.665 -3.159 -0.237
H -4.593 -3.865 0.837
H -3.230 1.268 2.608
H -1.603 0.992 1.946
H -2.152 -0.085 3.199
C -4.612 8.863 -1.155
C -3.574 7.774 -0.852
O -4.290 6.699 -0.256
C -3.786 5.494 -0.220
O -2.716 5.129 -0.679
O -4.678 4.670 0.299
C -4.419 3.285 0.339
H -5.190 9.266 -0.327
H -5.307 8.495 -1.913
H -4.087 9.672 -1.670
H -2.743 8.048 -0.204
H -3.172 7.523 -1.836
H -5.292 2.774 0.740
H -3.502 2.968 0.825
H -4.380 2.820 -0.652
C 4.233 -7.849 7.792
C 5.490 -6.961 7.673
O 5.167 -5.561 7.536
C 5.348 -4.928 6.399
O 6.067 -5.293 5.503
O 4.756 -3.738 6.511
C 4.651 -2.905 5.376
H 3.738 -7.799 8.754
H 4.734 -8.825 7.777
H 3.679 -7.771 6.863
H 6.129 -7.179 6.815
H 6.149 -7.057 8.535
H 5.018 -3.434 4.493
H 5.293 -2.025 5.401
H 3.660 -2.537 5.123
C 0.474 -3.933 -7.828
C -0.676 -3.023 -8.158
O -1.241 -2.379 -7.029
C -0.758 -1.192 -6.679
O 0.187 -0.653 -7.196
O -1.454 -0.789 -5.637
C -1.100 0.389 -4.948
H 1.234 -3.422 -7.235
H 0.967 -4.135 -8.784
H 0.246 -4.902 -7.389
H -1.412 -3.580 -8.743
H -0.382 -2.225 -8.847
H -0.935 1.247 -5.596
H -0.283 0.273 -4.232
H -1.945 0.614 -4.294
C 2.030 3.156 -6.748
C 2.061 1.688 -6.414
O 3.053 1.408 -5.425
C 2.816 1.697 -4.159
O 1.753 2.054 -3.694
O 3.898 1.445 -3.462
C 3.926 1.833 -2.078
H 1.524 3.783 -6.015
H 1.512 3.340 -7.693
H 3.032 3.565 -6.890
H 2.171 0.993 -7.243
H 1.093 1.352 -6.043
H 4.846 1.431 -1.674
H 2.990 1.464 -1.659
H 3.916 2.919 -1.973
C -7.655 -2.892 -3.209
C -6.591 -1.822 -3.393
O -5.294 -2.381 -3.197
C -4.286 -1.598 -2.846
O -4.330 -0.398 -2.818
O -3.275 -2.395 -2.535
C -2.133 -1.785 -1.988
H -7.821 -3.182 -2.173
H -7.473 -3.756 -3.846
H -8.590 -2.426 -3.530
H -6.778 -1.054 -2.641
H -6.533 -1.461 -4.423
H -1.285 -2.465 -1.983
H -2.332 -1.590 -0.928
H -1.903 -0.807 -2.408
C 3.855 -6.247 3.479
C 3.041 -6.144 2.192
O 1.858 -5.412 2.457
C 0.771 -5.680 1.748
O 0.685 -6.298 0.720
O -0.221 -4.961 2.250
C -1.467 -4.812 1.584
H 3.259 -6.277 4.388
H 4.525 -5.393 3.515
H 4.451 -7.155 3.395
H 2.774 -7.118 1.775
H 3.675 -5.690 1.426
H -2.013 -3.969 2.000
H -2.054 -5.727 1.604
H -1.231 -4.508 0.560
*
```

Maximum force, eV Å⁻¹: 2.60
HOMO energy, eV: -10.63
ΔE to the lowest compared entry with this formula, charge and spin, eV: 1.999
E, eV: -125042.95827

Atomic partial charges in e from the Mulliken method, atoms 1 to 99: 1.0575, -0.0143, 0.1154, 0.4455, -0.5638, -0.4203, -0.0778, -0.4635, -0.0228, -0.7705, 0.3019, 0.1232, 0.0627, 0.4238, -0.2044, -0.9023, 0.1678, -0.2808, 0.8358, -0.5735, -0.3451, -0.6752, 0.3964, 0.1370, 0.3263, -0.2451, 0.3531, 0.2410, 0.2739, 0.3178, -0.6777, -0.1734, -0.0639, 0.5278, -0.5988, -0.1794, -0.8512, 0.4700, 0.2475, -0.0178, -0.1697, 0.4680, 0.3450, 0.3039, 0.2797, -0.6824, 0.0276, -0.2566, 0.6744, -0.5588, -0.3605, -0.6598, -0.1129, 0.4510, 0.3562, 0.3981, -0.1266, 0.3080, 0.2896, 0.2274, -1.3277, 1.0607, -0.3796, 0.8782, -0.6397, -0.3079, -0.5411, 0.2219, 0.4030, 0.3346, 0.2617, -0.7027, 0.2592, 0.3071, 0.1419, -1.2699, 0.0090, -0.0147, 0.2947, -0.5901, 0.3015, -0.8529, 0.4162, 0.3271, 0.3032, 0.0871, 0.2333, 0.2939, 0.0961, 0.3731, -1.4022, 0.4837, -0.3958, 0.6927, -0.4501, -0.4178, -0.4278, 0.3650, 0.3280

***

No. 6
The molecule C4H4Cl2O in a non-equilibrium geometry. Source: OMol25; level of theory: ωB97M-V/def2-TZVPD.

```
! RIJCOSX wB97M-V def2-TZVPD def2/J DEFGRID3
* xyz 0 1
C 0.840 0.186 -0.227
C 0.030 -1.156 -0.277
C -1.230 0.472 0.618
C -0.187 1.188 0.204
H -0.230 -1.433 -1.366
H 0.527 -1.978 0.267
H -2.181 0.750 1.007
H -0.111 2.266 0.274
O -1.175 -0.878 0.412
Cl 1.514 0.519 -1.839
Cl 2.206 0.064 0.927
*
```

Maximum force, eV Å⁻¹: 1.83
HOMO energy, eV: -9.40
ΔE to the lowest compared entry with this formula, charge and spin, eV: 0.155
E, eV: -31304.25905

Now the natural (NBO) charges, all in e: -0.0764, -0.1017, 0.1867, -0.3733, 0.2116, 0.2193, 0.2073, 0.2518, -0.4834, -0.0149, -0.0268

***

No. 7
A structure of composition C20H28N2OsSi in a non-equilibrium geometry. Source: OMol25; level of theory: ωB97M-V/def2-TZVPD.

```
! RIJCOSX wB97M-V def2-TZVPD def2/J DEFGRID3
* xyz 2 5
C 1.192 -3.029 -0.525
C 1.058 -1.977 -1.501
C 2.339 -1.314 -1.608
H 0.164 -1.750 -2.080
C 3.280 -1.957 -0.733
C 2.578 -3.017 -0.058
H 3.020 -3.723 0.655
H 0.412 -3.733 -0.222
H 2.562 -0.513 -2.314
H 4.343 -1.731 -0.629
Os 1.574 -1.159 0.341
C -1.712 4.889 0.368
H -0.617 4.922 0.476
H -1.985 4.948 -0.701
H -2.108 3.959 0.804
Si -0.112 0.691 0.069
C -1.921 0.130 0.334
C -2.385 -1.034 -0.283
H -1.733 -1.617 -0.937
C -3.708 -1.495 -0.063
H -4.049 -2.410 -0.559
C -4.569 -0.797 0.788
H -5.582 -1.159 0.970
C -4.110 0.377 1.405
H -4.778 0.932 2.073
C -2.801 0.845 1.174
H -2.472 1.764 1.660
C -0.072 1.284 -1.737
C -1.221 1.346 -2.547
H -2.202 1.112 -2.127
C -1.130 1.682 -3.913
H -2.036 1.702 -4.526
C 0.107 1.995 -4.487
H 0.177 2.262 -5.544
C 1.253 1.967 -3.687
H 2.229 2.215 -4.115
C 1.160 1.621 -2.323
H 2.079 1.588 -1.729
H -0.092 1.962 0.845
H -2.155 5.758 0.902
N 2.215 -0.058 2.327
C 2.870 -1.134 3.270
C 1.906 -2.182 3.601
N 1.431 -2.525 2.210
H 1.202 0.386 2.365
H 2.221 0.716 2.990
H 3.670 -1.533 2.676
H 3.191 -0.672 4.154
H 2.308 -3.057 3.980
H 1.066 -1.824 4.162
H 1.434 -3.539 2.034
H 0.509 -2.114 2.310
*
```

Maximum force, eV Å⁻¹: 7.12
⟨S²⟩: 6.03
HOMO energy (spin up / spin down), eV: -12.89 / -14.47
ΔE to the lowest compared entry with this formula, charge and spin, eV: 1.979
E, eV: -34496.36217

Now the Mulliken charges, all in e: -0.7335, 0.0096, -0.4897, 0.7322, -0.7444, -0.3853, 0.5069, 0.3792, 0.6871, 0.4421, 1.1520, -0.7145, 0.2159, 0.2174, 0.0099, -0.2102, 0.3639, 0.2887, 0.2037, -0.7670, 0.4067, -0.5162, 0.4150, -0.6640, 0.4086, -0.4608, 0.2934, 0.4968, -0.1146, 0.4818, -0.6010, 0.4496, -0.5104, 0.4400, -0.3365, 0.4722, -0.5181, 0.6711, -0.3186, 0.3206, -0.6294, -0.5208, -0.6889, -0.6164, -0.0540, 0.4027, 0.2631, 0.4932, 0.4110, 0.3732, 0.2890, 0.2981

***

No. 8
The molecule C3H5NO7S in a non-equilibrium geometry. Source: OMol25; level of theory: ωB97M-V/def2-TZVPD.

```
! RIJCOSX wB97M-V def2-TZVPD def2/J DEFGRID3
* xyz 0 1
C -0.123 0.293 -0.480
C -0.491 -0.263 0.895
C -0.498 -0.235 -1.743
N 0.437 1.645 -0.381
O 0.972 2.015 -1.381
O 0.291 2.295 0.666
O 1.660 -2.289 0.590
O 2.393 -0.048 0.038
O 0.633 -0.315 1.761
O -1.103 -1.471 0.704
O -1.404 0.537 1.544
S 2.030 -0.998 1.104
H -0.099 -1.130 -1.996
H -0.342 0.457 -2.621
H -1.554 -0.418 -1.691
H -1.844 -1.474 1.306
H -0.959 1.399 1.686
*
```

Maximum force, eV Å⁻¹: 3.77
HOMO energy (spin up / spin down), eV: -11.08 / -9.61
ΔE to the lowest compared entry with this formula, charge and spin, eV: 2.238
E, eV: -29843.30325

Now the natural (NBO) charges, all in e: 0.2794, 0.6538, -0.7237, 0.4743, -0.3221, -0.4282, -0.8336, -0.7860, -0.6897, -0.6863, -0.6991, 1.9523, 0.2668, 0.2648, 0.2607, 0.5002, 0.5163